1.
Molecular formula: C28H58INO12S3
Method: DFT, ωB97M-V/def2-TZVPD

The value obtained for the frontier orbital gap is 7.79 eV.

Structure (ORCA input):
```
! wB97M-V def2-TZVPD RIJCOSX def2/J DEFGRID3
* xyz 0 1
C -3.555 8.120 1.854
O -3.726 7.233 0.693
C -3.037 7.743 -0.506
C -1.525 7.104 -0.727
C -0.416 8.017 0.063
C 0.647 7.176 0.985
C 1.400 5.934 0.225
C 1.991 4.825 1.296
C 2.826 5.474 2.549
C 2.191 5.104 4.035
C 3.157 4.124 4.936
C 2.845 2.578 4.481
C 1.501 1.916 5.145
C 1.431 0.280 5.098
C 2.214 -0.558 3.930
O 2.890 -0.190 2.840
O 1.947 -1.955 4.337
C 0.480 -1.970 4.650
N -0.341 -2.929 3.817
C -0.080 -2.810 2.472
C -0.644 -1.598 1.519
C 0.823 -3.990 1.744
C -0.073 -0.408 4.844
I -1.636 -0.089 6.345
H -3.127 9.180 1.603
H -4.556 8.271 2.476
H -2.786 7.591 2.583
H -3.697 7.401 -1.435
H -2.973 8.915 -0.555
H -1.290 7.210 -1.889
H -1.481 5.957 -0.477
H -1.029 8.722 0.803
H 0.178 8.733 -0.684
H 0.160 6.743 1.982
H 1.492 7.942 1.308
H 0.657 5.354 -0.498
H 2.314 6.307 -0.437
H 2.751 4.146 0.683
H 1.147 4.143 1.737
H 3.927 5.020 2.529
H 2.940 6.644 2.495
H 1.974 6.070 4.688
H 1.159 4.528 3.888
H 3.105 4.319 6.091
H 4.277 4.365 4.605
H 2.648 2.617 3.304
H 3.741 1.843 4.648
H 1.458 2.218 6.298
H 0.527 2.368 4.643
H 1.702 -0.057 6.192
H 0.420 -2.389 5.749
H -0.417 -1.871 0.390
H -1.832 -1.580 1.608
H -0.162 -0.550 1.714
H 0.092 -4.568 1.021
H 1.722 -3.541 1.143
H 1.174 -4.796 2.549
H -0.401 0.078 3.804
C -5.297 0.072 -2.631
C -5.248 -1.221 -3.424
O -3.953 -1.805 -3.388
S -3.478 -2.569 -2.029
C -2.031 -3.347 -2.703
O -4.447 -3.596 -1.704
O -3.054 -1.580 -1.062
H -5.154 -0.114 -1.563
H -6.262 0.570 -2.759
H -4.500 0.752 -2.950
H -6.003 -1.931 -3.071
H -5.473 -1.005 -4.474
H -2.335 -4.068 -3.462
H -1.512 -3.856 -1.887
H -1.384 -2.578 -3.131
C 7.169 -5.110 -1.761
C 6.978 -5.868 -0.461
O 6.634 -4.994 0.605
S 5.115 -4.406 0.675
C 5.208 -3.736 2.316
O 4.181 -5.513 0.678
O 4.999 -3.306 -0.258
H 6.226 -4.678 -2.108
H 7.543 -5.773 -2.546
H 7.874 -4.283 -1.627
H 6.229 -6.660 -0.569
H 7.922 -6.351 -0.187
H 5.336 -4.553 3.027
H 4.274 -3.206 2.516
H 6.048 -3.040 2.367
C -2.396 -7.179 -7.947
C -3.290 -6.008 -8.310
O -4.398 -5.906 -7.427
S -4.153 -5.309 -5.930
C -5.859 -5.101 -5.488
O -3.539 -4.001 -6.040
O -3.593 -6.353 -5.099
H -1.911 -7.019 -6.980
H -1.613 -7.317 -8.697
H -2.980 -8.102 -7.867
H -2.726 -5.070 -8.333
H -3.695 -6.166 -9.316
H -6.305 -4.343 -6.134
H -5.900 -4.776 -4.445
H -6.372 -6.058 -5.598
*
```

***

2.
Molecular formula: C28H58N4O10P2
Method: DFT, ωB97M-V/def2-TZVPD

The value obtained for the frontier orbital gap is 7.23 eV.

Structure (ORCA input):
```
! wB97M-V def2-TZVPD RIJCOSX def2/J DEFGRID3
* xyz 0 1
C 0.265 0.635 2.094
C 0.223 1.202 0.641
N 1.417 1.234 -0.172
C 2.440 0.245 -0.135
C 3.289 0.217 1.205
N 3.644 0.254 2.312
C 3.558 0.832 -1.156
O 3.918 2.125 -0.571
C 5.341 2.306 -0.535
C 5.657 3.871 -0.471
C 2.070 -1.250 -0.657
C 2.740 -1.583 -2.050
N 3.428 -1.681 -2.984
C 2.314 -2.388 0.408
C 3.734 -2.975 0.691
C 5.012 -2.404 0.011
O 6.165 -3.084 0.576
C 7.273 -3.095 -0.325
N 0.584 -1.406 -0.959
C 0.209 -1.154 -2.175
C -0.402 -2.365 -3.005
C 0.153 0.234 -2.920
H 1.083 1.075 2.742
H -0.700 0.915 2.613
H 0.335 -0.485 2.141
H -0.197 2.256 0.713
H -0.601 0.631 0.092
H 1.414 1.857 -0.972
H 3.134 1.076 -2.163
H 4.500 0.232 -1.151
H 5.859 1.888 -1.443
H 5.753 1.816 0.391
H 5.579 4.248 -1.525
H 4.882 4.322 0.206
H 6.694 4.008 -0.068
H 1.859 -2.033 1.384
H 1.638 -3.245 0.104
H 3.917 -2.935 1.812
H 3.719 -4.087 0.469
H 4.993 -2.714 -1.081
H 5.205 -1.303 0.111
H 8.221 -2.663 0.125
H 7.108 -2.544 -1.291
H 7.507 -4.172 -0.599
H 0.454 -2.832 -3.575
H -0.836 -3.126 -2.296
H -1.161 -1.966 -3.737
H 1.165 0.666 -3.150
H -0.392 0.138 -3.905
H -0.439 0.923 -2.246
C 1.472 0.765 7.011
C 1.458 -0.624 6.399
O 0.559 -1.478 7.098
P -1.051 -1.402 6.742
O -0.946 -2.110 5.400
O -1.517 -2.743 7.604
C -2.460 -3.657 7.049
C -1.757 -4.941 6.660
O -1.214 -0.500 8.165
C -2.437 -0.555 8.905
C -2.172 -1.243 10.229
H 0.510 1.262 6.864
H 2.252 1.379 6.556
H 1.646 0.710 8.087
H 1.199 -0.583 5.337
H 2.451 -1.070 6.481
H -2.989 -3.221 6.199
H -3.207 -3.866 7.822
H -0.959 -4.751 5.939
H -2.459 -5.654 6.221
H -1.291 -5.400 7.534
H -3.225 -1.059 8.342
H -2.764 0.473 9.084
H -1.833 -2.269 10.082
H -3.073 -1.261 10.845
H -1.381 -0.726 10.776
C -6.829 -0.065 -7.702
C -5.394 -0.317 -7.279
O -4.654 0.898 -7.247
P -4.780 1.869 -5.922
O -3.981 1.036 -4.935
O -3.555 2.925 -6.297
C -2.658 3.366 -5.281
C -1.303 2.721 -5.483
O -5.834 2.862 -6.789
C -5.901 4.260 -6.489
C -5.353 5.037 -7.670
H -7.360 0.517 -6.943
H -7.361 -1.007 -7.849
H -6.863 0.511 -8.629
H -5.353 -0.816 -6.307
H -4.907 -0.968 -8.008
H -3.051 3.160 -4.283
H -2.567 4.453 -5.373
H -1.377 1.632 -5.464
H -0.601 3.036 -4.707
H -0.893 2.992 -6.459
H -5.365 4.499 -5.568
H -6.952 4.517 -6.336
H -4.306 4.793 -7.854
H -5.434 6.112 -7.498
H -5.900 4.783 -8.580
*
```

***

3.
Molecular formula: C28H59AlFN2O12S5
Method: DFT, ωB97M-V/def2-TZVPD

The calculation puts the energy above the lowest of the compared OMol25 structures with the same formula, charge and spin at 201.9 kcal/mol. The value obtained for the frontier orbital gap is 6.87 eV.

Structure (ORCA input):
```
! wB97M-V def2-TZVPD RIJCOSX def2/J DEFGRID3
* xyz -1 1
N 1.870 -4.804 4.347
C 1.787 -4.867 2.900
C 2.897 -4.166 2.258
O 3.191 -4.936 1.072
C 2.619 -2.776 1.884
Al 1.913 -1.595 3.390
C 2.200 0.384 3.049
C 1.706 1.140 4.156
F 2.052 2.457 4.012
C -0.056 -1.814 3.818
C -0.961 -1.367 2.695
C -0.582 -1.903 1.412
N 0.179 -1.052 0.673
O -0.890 -2.941 1.017
H 2.300 -3.942 4.643
H 0.957 -4.842 4.743
H 1.879 -5.879 2.623
H 0.856 -4.540 2.512
H 3.767 -4.205 2.858
H 3.240 -4.325 0.338
H 2.025 -2.786 1.002
H 3.564 -2.367 1.612
H 2.772 -2.009 4.725
H 3.249 0.572 3.016
H 1.759 0.739 2.148
H 0.657 1.075 4.225
H 2.105 0.747 5.042
H -0.238 -2.819 4.086
H -0.293 -1.208 4.653
H -0.982 -0.310 2.684
H -1.950 -1.664 2.867
H 0.700 -0.469 1.312
H 0.805 -1.607 0.114
C 2.942 -8.384 -1.240
C 3.521 -9.270 -2.355
C 4.017 -8.337 -3.468
S 4.459 -6.787 -2.656
O 3.571 -5.759 -3.134
O 5.887 -6.611 -2.711
C 3.960 -7.272 -1.009
H 2.761 -8.948 -0.328
H 1.992 -7.954 -1.563
H 4.356 -9.850 -1.961
H 2.785 -9.976 -2.737
H 4.893 -8.725 -3.978
H 3.236 -8.117 -4.191
H 3.551 -6.417 -0.477
H 4.845 -7.644 -0.495
C -1.707 0.814 -3.979
C -1.337 0.054 -2.695
C -0.510 1.004 -1.820
S -1.044 2.667 -2.242
O 0.049 3.381 -2.863
O -1.769 3.255 -1.146
C -2.202 2.184 -3.525
H -2.465 0.289 -4.557
H -0.823 0.930 -4.608
H -2.245 -0.235 -2.165
H -0.784 -0.856 -2.909
H -0.680 0.829 -0.763
H 0.552 0.935 -2.039
H -2.202 2.935 -4.311
H -3.187 2.120 -3.068
C 0.803 6.172 1.198
C -0.511 6.157 0.395
C -0.790 4.700 0.006
S -0.014 3.690 1.273
O 1.050 2.939 0.667
O -1.049 3.050 2.049
C 0.692 5.035 2.214
H 0.966 7.129 1.689
H 1.645 5.988 0.529
H -1.321 6.534 1.020
H -0.457 6.788 -0.490
H -1.851 4.475 -0.026
H -0.332 4.443 -0.944
H 1.642 4.715 2.633
H -0.005 5.280 3.013
C 0.770 3.973 -5.382
C -0.574 3.312 -5.725
C -1.644 3.962 -4.837
S -1.058 5.629 -4.489
O -0.789 5.730 -3.079
O -1.892 6.593 -5.156
C 0.503 5.477 -5.354
H 1.542 3.720 -6.106
H 1.106 3.637 -4.401
H -0.809 3.488 -6.776
H -0.547 2.236 -5.571
H -2.609 4.031 -5.328
H -1.748 3.443 -3.887
H 1.263 6.047 -4.827
H 0.362 5.877 -6.357
C -6.132 2.284 2.826
C -4.943 2.176 1.860
C -3.726 1.700 2.668
S -4.392 0.733 4.031
O -4.110 1.407 5.273
O -4.080 -0.659 3.856
C -6.124 0.995 3.639
H -7.076 2.415 2.297
H -5.996 3.141 3.489
H -5.171 1.452 1.079
H -4.733 3.125 1.372
H -3.060 1.077 2.081
H -3.170 2.530 3.088
H -6.697 1.052 4.561
H -6.456 0.146 3.043
*
```

***

Q: Number 2 is which compound?
A: C28H58N4O10P2

***

Q: Which formula does entry 1 have?
A: C28H58INO12S3

***

Q: Which value of frontier orbital gap does entry 3 give?
A: 6.87 eV

***

Q: Look up the frontier orbital gap of the first one.
A: 7.79 eV